# C2H6N2OS2

A single C2H6N2OS2 molecule (the ωB97M-V functional and the def2-TZVPD basis, the Open Molecules 2025 dataset).

Each line ends with the natural charge from an NBO analysis.
Positions of all 13 atoms, in Å:
C: 0.32519 -1.41300 0.52088  -0.4174
N: 0.78300 -0.15202 -0.11390  -0.6017
S: 2.37499 -0.03789 -0.73959  0.1912
C: 0.09299 1.03066 0.01248  0.7732
O: 0.53855 2.17044 0.00333  -0.6105
N: -1.29577 0.90532 0.19900  -0.7901
S: -2.33873 -0.18610 -0.62993  0.1740
H: -0.07367 -2.16872 -0.18060  0.2094
H: -0.51924 -1.14850 1.20097  0.2214
H: 1.16539 -1.91525 1.06073  0.2175
H: 2.99721 0.78358 0.21879  0.1270
H: -1.70716 1.79347 0.32196  0.4062
H: -2.34274 0.33802 -1.87413  0.1000

Cartesian forces (eV/Å) of the 6 atoms listed first:
C -0.209 -0.212 0.446
N 0.577 -0.089 0.077
S 0.319 0.535 0.825
C -0.917 0.984 -0.122
O 0.451 -1.280 -0.070
N -0.162 -1.482 -0.459

## Properties
**Frontier orbital gap**: 0.3660 hartree
**Relative energy (zero: lowest compared OMol25 entry of this formula, charge and spin)**: 9.70 kcal/mol
**Structure (SMILES)**: CN(S)C(=O)NS
**HOMO energy**: -9.357 eV

=====

# C2H6N2S

A single C2H6N2S molecule (the ωB97M-V functional and the def2-TZVPD basis, the Open Molecules 2025 dataset).

Each line ends with the natural charge from an NBO analysis.
Positions of all 11 atoms, in Å:
C: 1.95031 -0.33674 -0.11056  -0.4670
N: 0.86547 0.63992 -0.24840  -0.4633
C: -0.26168 0.12617 0.02230  0.2344
N: -1.44612 0.83934 0.13516  -0.7197
S: -2.71603 -0.22482 -0.26461  0.1339
H: 2.91174 0.53575 -0.01077  0.2272
H: 2.16574 -1.04519 -1.13548  0.2065
H: 1.72329 -1.16606 0.78840  0.1847
H: -0.24021 -0.76205 0.58068  0.1472
H: -1.47190 1.51934 -0.68941  0.3937
H: -3.48061 -0.12565 0.93268  0.1224

Cartesian forces (eV/Å) of the 6 atoms listed first:
C 2.536 0.062 -0.618
N -0.740 -1.222 -1.310
C 1.913 1.721 1.744
N -0.338 1.230 -3.043
S -2.174 -0.518 1.535
H -2.230 -3.597 0.208

## Properties
**Frontier orbital gap**: 0.3744 hartree
**Relative energy (zero: lowest compared OMol25 entry of this formula, charge and spin)**: 70.34 kcal/mol
**Structure (SMILES)**: C/N=C/NS
**HOMO energy**: -9.432 eV

=====

# C2H6N2S3

2 unconnected molecules or ions with the total composition C2H6N2S3 (the ωB97M-V functional and the def2-TZVPD basis, the Open Molecules 2025 dataset).

Each line ends with the natural charge from an NBO analysis.
Positions of all 13 atoms, in Å:
C: -1.01630 0.89454 1.09176  -0.5478
C: 0.05837 -0.02729 0.39766  0.3697
H: -1.38178 1.04437 -1.33134  0.1417
H: -1.97369 0.21783 1.17963  0.2671
H: -0.59526 1.41347 2.05180  0.2493
H: 1.30166 1.54614 1.36824  0.3738
H: 2.97140 0.23102 -1.57928  0.1167
H: -1.71002 -2.92341 -0.65611  0.1316
N: 1.32521 0.38556 0.46834  -0.7488
N: -0.19410 -1.17528 -0.19423  -0.6963
S: -1.00783 2.02402 -0.53164  -0.0447
S: 2.71428 -0.43370 -0.12725  0.2509
S: -1.75535 -1.66561 -0.08412  0.1368

Cartesian forces (eV/Å) of the 6 atoms listed first:
C 0.983 -1.320 -1.891
C -1.942 -2.806 0.695
H -0.215 -0.552 -0.230
H 1.661 2.101 0.272
H -1.151 -0.811 -1.997
H 0.781 -4.269 -3.578

## Properties
**Frontier orbital gap**: 0.2708 hartree
**Relative energy (zero: lowest compared OMol25 entry of this formula, charge and spin)**: 104.95 kcal/mol
**HOMO energy**: -7.792 eV

=====

# C2H6N2Si

A single C2H6N2Si molecule (the ωB97M-V functional and the def2-TZVPD basis, the Open Molecules 2025 dataset).

Each line ends with the natural charge from an NBO analysis.
Positions of all 11 atoms, in Å:
N: -0.88865 1.43739 0.13862  -1.2627
Si: -0.13876 -0.17004 0.07759  1.7543
N: -1.25340 -1.48623 0.18641  -1.2528
C: 1.43996 -0.09004 -0.88800  -0.5802
C: 1.65937 -0.01499 0.44150  -0.5931
H: -1.89067 1.49415 -0.04217  0.3741
H: -0.55432 1.97851 -0.63225  0.3856
H: -2.01963 -1.11541 0.71316  0.3827
H: -0.79745 -2.25684 0.69743  0.3994
H: 1.93760 -0.01988 -1.74939  0.1895
H: 2.50593 0.24337 1.05711  0.2032

Cartesian forces (eV/Å) of the 6 atoms listed first:
N -1.191 -1.183 -0.112
Si 2.379 1.674 -1.134
N 1.287 0.128 0.400
C -3.402 -0.799 3.654
C -1.097 -0.115 -0.132
H -0.040 -0.293 0.522

## Properties
**Frontier orbital gap**: 0.3303 hartree
**Relative energy (zero: lowest compared OMol25 entry of this formula, charge and spin)**: 0.00 kcal/mol
**Structure (SMILES)**: N[Si]1(N)C=C1
**HOMO energy**: -8.361 eV